Entry 1:
The following is a DFT calculation (wB97M-V/def2-TZVPD) of a structure of composition C37H36N4O4W at a distorted geometry.

Calculated values
HOMO ... -0.487 hartree
Relative energy (zero: lowest compared OMol25 entry of this formula, charge and spin) ... 0.000 eV
Charge ... +2

CARTESIAN COORDINATES (ANGSTROEM)
W 0.1888 0.0216 -0.9150
O 0.4923 0.6216 0.8425
C 1.5368 1.3169 1.4256
C 2.0689 0.8865 2.6627
C 3.0648 1.6238 3.2364
C 3.6078 2.7205 2.5756
C 3.0911 3.1074 1.3149
C 2.0556 2.4044 0.7318
C 1.4099 2.7617 -0.5545
N 1.2835 1.5013 -1.4061
C 2.3878 1.5453 -2.4089
C 2.1804 0.4258 -3.4136
N 1.3291 -0.5517 -2.7653
C 1.2869 -1.7454 -3.2742
C 0.2130 -2.6914 -3.0469
C 0.2933 -4.0271 -3.5117
C -0.8709 -4.7796 -3.5191
C -2.0581 -4.2803 -2.9848
C -2.1455 -2.9611 -2.5337
C -1.0014 -2.1788 -2.5569
O -1.0159 -0.8839 -2.1137
H 1.5984 0.0357 3.1584
H 3.4684 1.3724 4.2158
H 4.4094 3.3281 3.0093
H 3.5433 3.8920 0.7859
H 2.0947 3.3716 -1.1584
H 3.3114 1.3526 -1.8506
H 2.4394 2.5264 -2.9278
H 3.1109 0.0159 -3.7671
H 1.5680 0.7755 -4.2787
H 1.9769 -2.0508 -4.0730
H 1.2088 -4.4362 -3.9648
H -0.8487 -5.8446 -3.8725
H -2.9971 -4.8327 -3.0255
H -3.1186 -2.5653 -2.1990
C -2.0477 1.9304 -2.2336
O -1.7191 1.2433 -0.9283
C -2.8619 0.6600 -0.3032
C -4.1088 1.2859 -0.2387
C -5.1535 0.6820 0.4358
C -5.0071 -0.5450 1.0805
C -3.7409 -1.1328 1.0476
C -2.7219 -0.5528 0.3537
N -1.3615 -1.0623 0.4220
N -1.1858 -2.0422 1.1512
C 0.0755 -2.5662 1.3997
C 1.1987 -2.2862 0.6465
O 1.1353 -1.5362 -0.4856
C 2.4406 -2.8428 0.9645
C 2.5409 -3.6312 2.1108
C 1.4273 -3.9122 2.9188
C 1.5051 -4.7633 4.0355
C 0.3900 -5.2116 4.6571
C -0.8865 -4.8348 4.1650
C -1.0085 -3.9864 3.1137
C 0.1421 -3.4797 2.4885
H -2.4464 1.2049 -2.9817
H -1.1598 2.4122 -2.5893
H -2.8347 2.6639 -2.0688
H -4.3373 2.2294 -0.7057
H -6.0674 1.2325 0.5749
H -5.7981 -1.0277 1.6517
H -3.6029 -2.0686 1.5372
H 3.2748 -2.6640 0.2818
H 3.4959 -4.0532 2.4378
H 2.4662 -5.1323 4.3963
H 0.3792 -5.9275 5.4955
H -1.7626 -5.2747 4.6276
H -1.9606 -3.7315 2.7269
C 0.1401 5.9044 -1.1178
C 0.4716 4.9738 0.0490
C -0.2082 5.4456 1.3381
C 0.1153 3.5474 -0.3952
H 0.3051 6.9347 -0.8301
H -0.9472 5.8326 -1.3360
H 0.7465 5.7520 -2.0505
H 1.5707 5.0279 0.2449
H -1.3247 5.4031 1.3279
H 0.0462 6.4974 1.5078
H 0.1786 4.9334 2.2186
H -0.5173 3.0537 0.3142
H -0.4384 3.6370 -1.2938

***

Entry 2:
The following is a DFT calculation (wB97M-V/def2-TZVPD) of a structure of composition C37H36N6OsS2SbSi at a distorted geometry.

Calculated values
HOMO (spin up / spin down) ... -0.569 / -0.574 hartree
<S²> ... 6.041
2S+1 ... 5
Charge ... +3

CARTESIAN COORDINATES (ANGSTROEM)
Os -0.1330 0.4332 -0.1627
S 5.4606 2.7547 4.0419
N 5.3729 2.5697 2.4075
C 4.1814 1.9948 2.1750
C 3.7328 1.5705 0.8994
C 4.5591 1.4728 -0.1998
C 4.0475 0.8204 -1.3392
C 2.7274 0.3953 -1.3638
N 1.8654 0.5467 -0.2975
C 2.4466 1.0704 0.8756
C 1.5069 1.1330 1.9519
N 0.2919 0.4809 1.7755
C -0.5589 0.3391 2.8416
C -0.1529 0.8083 4.1163
C 1.1076 1.4295 4.3255
C 1.9637 1.5443 3.2223
C 3.3625 1.9526 3.3267
N 4.0449 2.2067 4.4914
H 5.5750 1.8972 -0.1191
H 4.6636 0.6817 -2.2174
H 2.3630 -0.2023 -2.2220
H -1.5409 -0.0752 2.7279
H -0.8614 0.7195 4.9104
H 1.4661 1.7082 5.3265
C -3.5291 2.0138 1.0983
Sb -2.7220 0.8045 -0.5413
C -3.3465 2.0381 -2.1873
C -4.5794 -0.3024 -0.4937
H -3.9742 1.3855 1.8781
H -4.2435 2.8085 0.7638
H -2.6334 2.4650 1.5969
H -4.2957 2.4809 -1.9750
H -3.4022 1.4648 -3.1019
H -2.6198 2.8884 -2.3776
H -4.8094 -0.5655 -1.5467
H -5.2960 0.3998 0.0010
H -4.4661 -1.1803 0.1189
C -0.9643 4.5190 1.3070
N 0.2917 4.9849 0.6904
C 0.9188 6.2243 0.7543
C 1.9788 6.1748 -0.1249
N 1.9492 4.9360 -0.7103
C 0.8421 4.1820 -0.2943
S 0.1462 2.9524 -1.2084
H -1.1833 5.1877 2.1331
H -0.8359 3.4998 1.7166
H -1.7996 4.5202 0.5741
H 0.6574 6.9849 1.5053
H 2.7223 6.9261 -0.2951
H 2.4902 4.6249 -1.4995
C -2.1200 -2.5993 -5.0923
C -1.1835 -1.6293 -4.7681
C -0.7591 -1.4396 -3.4389
C -1.2504 -2.2123 -2.4150
C -2.2442 -3.1472 -2.6613
C -2.5606 -3.4213 -4.0983
Si -0.3923 -1.8065 -0.7648
C 1.2868 -2.7838 -0.9065
C 1.8752 -2.9883 0.2964
C 3.0971 -3.6351 0.2682
C 3.6972 -4.1055 -0.8837
C 3.1853 -3.7760 -2.1091
C 1.8772 -3.2001 -2.1535
C -1.4238 -3.0645 0.2764
C -2.4703 -2.5672 1.0384
C -3.1591 -3.2573 2.0094
C -2.7907 -4.5727 2.2465
C -1.7741 -5.1473 1.3709
C -1.2067 -4.4128 0.3241
H -2.5413 -2.6418 -6.0805
H -0.8119 -0.9728 -5.5618
H -0.1252 -0.5910 -3.3311
H -2.8146 -3.6474 -1.9336
H -3.1898 -4.3049 -4.3104
H 1.4713 -2.6305 1.2391
H 3.6170 -3.9400 1.1507
H 4.5557 -4.7498 -0.6866
H 3.6743 -3.9063 -3.0304
H 1.3519 -3.1230 -3.0807
H -2.6817 -1.5368 0.9239
H -3.9022 -2.7116 2.6451
H -3.2377 -5.1309 3.0882
H -1.3669 -6.1588 1.5055
H -0.4711 -4.8587 -0.3515

***

| no. | calculated total energy (eV) |
| --- | --- |
| 1 | -54915.596 |
| 2 | -86417.631 |